(1)
# C10H23NSi

A cluster of 2 separate species, C10H23NSi in total at a distorted geometry (ωB97M-V/def2-TZVPD, the OMol25 dataset).

Geometry (Å):
C  -0.06907  0.64028  1.69217
C  1.09888  0.98792  1.23613
C  -0.61349  1.58237  -3.36211
C  -1.54159  0.53850  3.74223
C  -0.64946  2.76362  3.00124
C  -0.46283  -1.56176  -3.10263
C  1.71814  -3.14598  0.81113
C  0.25449  0.82174  -2.39971
C  -1.14903  1.43026  2.53447
C  0.60343  -0.62470  -2.70469
N  0.87198  -2.60209  -0.25793
Si  1.52846  -1.44065  -1.35040
H  -0.38016  -0.44827  1.73074
H  1.58893  1.98691  1.24392
H  -0.09092  1.52953  -4.28331
H  -0.78631  2.56760  -3.09860
H  -1.63457  1.01170  -3.25469
H  -1.83761  -0.42074  3.20030
H  -0.65030  0.48762  4.36316
H  -2.46413  1.05391  4.12823
H  -1.45844  3.38972  3.15019
H  -0.00557  2.50190  3.87268
H  0.12380  3.09546  2.21316
H  -1.42797  -1.39442  -2.53492
H  -0.99940  -1.42799  -4.06625
H  -0.26786  -2.61970  -3.04112
H  2.69777  -2.76507  0.62844
H  1.32484  -2.97823  1.80698
H  1.71014  -4.23539  0.78402
H  1.10969  1.63064  -2.27885
H  -0.29883  0.94020  -1.46929
H  -2.04165  1.61610  1.92389
H  1.38445  -0.60377  -3.52949
H  -0.06880  -2.55865  -0.09530
H  2.88300  -1.74857  -1.23381

Results
- Electronic energy: -20104.368 eV

Here are the Löwdin charges for atoms 1 to 2, given in e: number 1, C, carries -0.27; number 2, C, carries -0.01

---

(2)
# C9H16N3O2S

A structure of composition C9H16N3O2S at a distorted geometry (ωB97M-V/def2-TZVPD, the OMol25 dataset).

Geometry (Å):
C  -1.18766  -3.64634  1.95694
C  -0.38674  -2.95482  1.18443
C  -2.27352  -1.85494  1.36438
C  0.48926  1.66409  -2.64592
C  1.67629  1.95411  -3.58588
C  1.79889  1.67027  -2.06222
C  -3.66852  -3.37137  2.67118
C  1.98860  2.97920  1.24200
C  2.08431  2.75179  -1.15863
N  -2.41524  -3.00501  2.04236
N  -1.03095  -1.83314  0.84031
N  1.62935  2.44003  0.18288
O  1.12547  -0.83592  -0.40974
O  -0.49295  0.95482  -0.07390
S  -0.20721  -0.50030  -0.60192
H  -0.88726  -4.70181  2.26208
H  0.67701  -3.09379  0.91089
H  -2.83975  -1.00118  1.30319
H  -0.24582  2.42046  -2.60995
H  -0.07587  0.73934  -2.88353
H  2.05653  1.15944  -4.04402
H  1.91648  2.97041  -3.87766
H  2.23520  0.67761  -1.77736
H  -3.97457  -2.53883  3.22041
H  -4.40308  -3.71636  2.02484
H  -3.49758  -4.03973  3.59661
H  2.67372  3.79812  1.14215
H  1.81082  2.63625  2.31269
H  0.51237  1.73981  0.02052
H  3.15638  2.83597  -1.07993
H  1.75603  3.70182  -1.46717

Results
- Net charge: +1
- Electronic energy: -28982.962 eV

Here are the Löwdin charges for atoms 1 to 2, given in e: number 1, C, carries -0.05; number 2, C, carries -0.14

---

Question: Look up the electronic energy of the first one.
Answer: -20104.368 eV